1.
C3H8F9KO13S3 | the ωB97M-V functional and the def2-TZVPD basis

Properties
- Net charge: -2
- Frontier orbital gap: 7.92 eV
- Energy above the lowest of the compared OMol25 structures with the same formula, charge and spin: 0.453 eV
- HOMO energy: -4.12 eV

Last column: Mulliken charge in e.
CARTESIAN COORDINATES (ANGSTROEM)
K (-0.19597, 0.73344, 0.77639)  1.0591
C (-0.95692, 4.52088, -2.14006)  0.5963
F (-0.20726, 3.65021, -2.78695)  -0.1833
F (-0.94810, 5.69014, -2.82647)  -0.2608
F (-2.21551, 4.08111, -2.10943)  -0.2412
S (-0.31743, 4.77796, -0.35869)  1.0098
O (-0.00063, 3.44504, 0.17119)  -0.6027
O (0.84386, 5.60892, -0.59912)  -0.6722
O (-1.37259, 5.43255, 0.38693)  -0.6836
C (1.56490, -1.43181, -2.92765)  0.5368
F (1.72909, -1.73667, -4.20983)  -0.2334
F (0.41394, -1.97640, -2.46484)  -0.2707
F (2.52152, -2.00744, -2.20459)  -0.2222
S (1.51758, 0.42238, -2.66969)  1.1014
O (2.69971, 0.98282, -3.30494)  -0.6634
O (0.27997, 0.88099, -3.28847)  -0.6791
O (1.60786, 0.51181, -1.22098)  -0.6191
C (0.72377, -3.20423, 3.36556)  0.5498
F (0.41362, -2.23659, 4.24228)  -0.2546
F (1.16594, -4.24787, 4.09401)  -0.2482
F (-0.37951, -3.60340, 2.71235)  -0.2258
S (2.05673, -2.64525, 2.13979)  1.1044
O (2.19017, -3.83101, 1.29164)  -0.7066
O (1.61391, -1.42239, 1.46192)  -0.5269
O (3.19486, -2.38506, 3.02599)  -0.6949
O (0.04243, 0.48354, 3.51023)  -0.4850
H (0.00767, 1.20305, 4.14917)  0.2286
H (-0.38739, -0.25544, 3.94667)  0.2798
O (-1.97424, 0.14204, -1.40550)  -0.4452
H (-2.67377, -0.46695, -1.66339)  0.2213
H (-1.84353, 0.72183, -2.17218)  0.2403
O (-1.02791, -2.47577, -0.11207)  -0.5600
H (-0.86657, -3.11752, -0.80929)  0.2504
H (-0.90117, -1.61808, -0.53624)  0.2245
O (-2.83778, -1.15227, 1.56076)  -0.5907
H (-2.13268, -1.59156, 1.05839)  0.4044
H (-3.34858, -1.88299, 1.91710)  0.2626

2.
C3H8FNO | the ωB97M-V functional and the def2-TZVPD basis

Properties
- Frontier orbital gap: 11.19 eV
- Energy above the lowest of the compared OMol25 structures with the same formula, charge and spin: 0.000 eV
- HOMO energy: -10.48 eV

Last column: Mulliken charge in e.
CARTESIAN COORDINATES (ANGSTROEM)
C (-0.10679, -1.73670, -0.90296)  -1.2222
C (0.85604, -0.87220, -0.03799)  -0.2489
C (0.17187, 0.47296, 0.23796)  0.4830
N (-0.15913, 0.64286, 1.53188)  -0.4373
O (-0.12972, 1.30946, -0.60779)  -0.6975
H (-0.22095, -1.48674, -1.86769)  0.3518
H (-1.05009, -1.75552, -0.38556)  0.3572
H (0.17059, -2.85478, -0.86461)  0.2985
H (1.19606, -1.44917, 0.81492)  0.3566
H (1.80138, -0.53618, -0.65264)  0.2278
H (-0.51556, 1.54190, 1.81019)  0.2523
H (0.57091, 0.30677, 2.12585)  0.2501
F (-1.36564, 3.65562, -0.48094)  -0.4254
H (-1.21899, 2.76171, -0.72062)  0.4540

3.
C3H8FP | the ωB97M-V functional and the def2-TZVPD basis

Properties
- Frontier orbital gap: 10.57 eV
- Energy above the lowest of the compared OMol25 structures with the same formula, charge and spin: 2.228 eV
- HOMO energy: -9.75 eV

Last column: Mulliken charge in e.
CARTESIAN COORDINATES (ANGSTROEM)
C (-1.18224, 0.17585, -0.03310)  -1.6232
C (0.20860, -0.27434, 0.23194)  1.1729
C (0.86406, -1.02144, -0.86159)  -1.2375
F (0.04713, -1.15259, 1.53086)  -0.3857
P (1.15141, 1.14047, 0.99557)  -0.1391
H (-1.35647, 0.88217, -0.94121)  0.3375
H (-1.91566, -0.58826, -0.24636)  0.3996
H (-1.61210, 0.72014, 0.76563)  0.4520
H (1.30191, -0.19872, -1.58773)  0.2992
H (0.17021, -1.61103, -1.53813)  0.2998
H (1.74172, -1.69802, -0.74498)  0.3426
H (0.27869, 1.28542, 2.00236)  0.0357
H (0.30274, 2.34037, 0.42674)  0.0463

4.
C3H8FeO3 | the ωB97M-V functional and the def2-TZVPD basis

Properties
- Net charge: +1
- Frontier orbital gap (spin up / spin down): 8.67 / 7.17 eV
- Energy above the lowest of the compared OMol25 structures with the same formula, charge and spin: 2.057 eV
- <S²>: 8.763
- HOMO energy (spin up / spin down): -14.05 / -14.79 eV
- Spin multiplicity: 6

Last column: Mulliken charge in e.
CARTESIAN COORDINATES (ANGSTROEM)
O (2.30951, -0.40821, -0.14341)  -0.6736
C (1.67925, -1.60134, 0.19713)  0.0508
C (0.17679, -1.66316, -0.09117)  -0.7176
O (-0.62942, -0.83786, 0.72280)  -0.2465
C (-0.70778, 0.55681, 0.31387)  -0.5138
H (1.81667, -1.83710, 1.27439)  0.3398
H (2.12619, -2.45519, -0.35538)  0.3325
H (-0.16373, -2.69767, 0.07978)  0.3487
H (-0.01035, -1.42777, -1.15740)  0.3658
H (-1.07178, 1.02210, 1.24823)  0.4914
H (-1.39621, 0.53889, -0.56001)  0.3931
Fe (1.22759, 1.08921, -0.19446)  0.7794
H (-2.21894, 2.60988, -0.15647)  0.3563
O (-1.58698, 3.35502, -0.15254)  -0.6410
H (-1.55083, 3.75640, -1.02536)  0.3348

- Which of these has the lowest energy above the lowest of the compared OMol25 structures with the same formula, charge and spin?
  C3H8FNO

- Which value of energy above the lowest of the compared OMol25 structures with the same formula, charge and spin does entry 3 give?
  2.228 eV

- The lowest energy above the lowest of the compared OMol25 structures with the same formula, charge and spin belongs to which entry?
  C3H8FNO

- Number 4 is which compound?
  C3H8FeO3